[1]
DFT (ωB97M-V with the def2-TZVPD basis set) results for a 2-piece molecular cluster, C4H11O overall at a distorted geometry.

Each line ends with the natural charge from an NBO analysis.
Geometry (Å):
C (-1.6401, 0.0684, -0.2865)  -0.686
C (1.3254, -1.0443, -0.2609)  -0.287
C (0.8396, 1.3206, 0.0703)  -0.280
C (-0.6736, -0.2356, 0.8872)  -0.043
O (0.6554, 0.0108, 0.5293)  -0.321
H (-1.4326, 1.1702, -0.7108)  0.224
H (-2.6598, 0.0839, 0.2301)  0.267
H (-1.5447, -0.6158, -1.1519)  0.240
H (1.4397, -1.8429, 0.4589)  0.255
H (1.0153, -1.0930, -1.2539)  0.232
H (2.4419, -0.8625, -0.4825)  0.252
H (0.4185, 2.0046, 0.7875)  0.238
H (1.9891, 1.4537, 0.0793)  0.236
H (0.5964, 1.5665, -0.9112)  0.222
H (-0.9502, 0.2846, 1.7213)  0.214
H (-0.8632, -1.7213, 1.1312)  0.236

total charge	+1
energy above the lowest of the compared OMol25 structures with the same formula, charge and spin	66.3	kcal per mole
E	-233.8194	a.u.
2S+1	1
LUMO level	-3.19	eV
orbital gap	12.9	eV

[2]
DFT (ωB97M-V with the def2-TZVPD basis set) results for a 10-piece molecular cluster, C8H36O10 overall at a distorted geometry.

Each line ends with the natural charge from an NBO analysis.
Geometry (Å):
C (-2.4251, 11.5463, -40.0015)  -0.256
O (-1.5464, 12.6220, -39.6105)  -0.722
H (-1.8172, 10.7411, -40.4140)  0.181
H (-2.9501, 11.2120, -39.1066)  0.159
H (-3.2044, 11.7944, -40.7220)  0.167
H (-2.1537, 13.3566, -39.4956)  0.471
C (-4.5265, 15.2338, -37.2304)  -0.251
O (-3.6964, 15.5385, -38.3179)  -0.729
H (-5.1043, 14.3219, -37.3813)  0.179
H (-3.8771, 14.9874, -36.3903)  0.161
H (-5.0424, 16.1417, -36.9181)  0.167
H (-3.4877, 16.4674, -38.1950)  0.473
C (-1.0134, 18.0294, -41.3653)  -0.631
C (-1.4070, 19.2066, -40.4761)  -0.068
O (-2.6350, 18.9200, -39.8733)  -0.718
H (-1.1939, 17.0851, -40.8518)  0.217
H (0.0501, 18.1076, -41.5911)  0.207
H (-1.6311, 17.9272, -42.2575)  0.203
H (-1.3898, 20.1096, -41.0864)  0.162
H (-0.6780, 19.2652, -39.6678)  0.163
H (-3.2301, 19.4971, -40.3575)  0.466
C (-0.0939, 18.7028, -35.0885)  -0.622
C (0.2752, 17.2648, -35.2942)  -0.065
O (-0.1934, 16.5880, -34.1758)  -0.718
H (-1.1806, 18.7695, -35.0356)  0.208
H (0.2962, 19.3493, -35.8746)  0.207
H (0.2776, 19.0588, -34.1276)  0.192
H (1.3647, 17.2410, -35.3186)  0.149
H (-0.0684, 16.9232, -36.2706)  0.184
H (0.3156, 16.9491, -33.4464)  0.465
C (-5.5741, 18.2822, -33.0896)  -0.638
C (-4.8675, 17.8534, -31.8551)  -0.067
O (-5.7535, 17.3480, -30.8928)  -0.706
H (-6.2736, 19.0741, -32.8216)  0.210
H (-6.1021, 17.5027, -33.6388)  0.205
H (-4.9412, 18.8509, -33.7708)  0.208
H (-4.4090, 18.7360, -31.4091)  0.171
H (-4.0550, 17.1737, -32.1121)  0.156
H (-6.1231, 16.5428, -31.2625)  0.462
O (-8.0523, 12.0574, -39.6979)  -0.940
H (-8.0494, 12.9919, -39.4906)  0.478
H (-7.5838, 11.6487, -38.9701)  0.462
O (-1.6349, 13.1782, -33.2472)  -0.944
H (-1.1974, 12.6473, -33.9128)  0.467
H (-1.2578, 14.0518, -33.3510)  0.477
O (-8.8802, 13.5652, -35.6137)  -0.938
H (-8.3628, 12.7623, -35.5520)  0.464
H (-8.8123, 13.8245, -36.5326)  0.475
O (-7.4298, 19.0974, -38.5268)  -0.945
H (-7.0926, 19.7982, -37.9688)  0.475
H (-7.3226, 19.4281, -39.4186)  0.470
O (-8.4581, 15.6228, -38.8412)  -0.960
H (-7.9007, 16.3788, -38.6565)  0.486
H (-9.2265, 15.9920, -39.2765)  0.474

energy above the lowest of the compared OMol25 structures with the same formula, charge and spin	92.8	kcal per mole
E	-1078.6746	a.u.
2S+1	1
LUMO level	-0.08	eV
SMILES string	CCO.CCO.CCO.CO.CO.O.O.O.O.O
orbital gap	10.1	eV

[3]
DFT (ωB97M-V with the def2-TZVPD basis set) results for a 3-piece molecular cluster, C26H52N6O4P overall at a distorted geometry.

Each line ends with the Mulliken charge.
Geometry (Å):
C (-6.8925, -0.9845, -0.9565)  -0.974
C (-5.2955, -1.1038, -1.1140)  -0.050
P (-4.6612, -2.8931, -0.8092)  -0.102
C (-5.6898, -4.0394, -1.9233)  -0.602
C (-6.1679, -3.3457, -3.3005)  -0.791
C (-2.8610, -2.8332, -1.3705)  0.280
N (-2.1657, -3.4164, -2.4865)  -0.540
C (-0.7965, -2.8963, -2.2994)  0.177
N (0.2755, -3.1048, -3.1006)  -0.064
C (1.5409, -2.3937, -2.6612)  -0.798
C (1.3028, -0.8307, -3.0515)  0.362
C (1.5979, 0.3500, -2.1030)  0.008
C (1.2527, 1.7854, -2.6554)  -0.799
C (0.6442, 2.0137, -4.0523)  0.562
C (0.2378, 3.4639, -4.6469)  -1.146
C (0.3692, 0.8019, -5.0266)  -0.641
C (0.6965, -0.6050, -4.4900)  -0.500
N (-0.8082, -2.1073, -1.0810)  0.136
N (-2.0303, -2.0338, -0.4854)  -0.305
H (-7.2063, -0.2720, -0.1065)  0.321
H (-7.4316, -1.9867, -0.8703)  0.233
H (-7.2794, -0.4956, -1.9264)  0.270
H (-5.0333, -0.8279, -2.2059)  0.321
H (-4.7426, -0.3314, -0.4677)  -0.068
H (-6.5735, -4.3925, -1.2907)  0.413
H (-4.9876, -4.9105, -2.2135)  0.417
H (-5.4825, -2.4677, -3.5964)  0.201
H (-7.2273, -2.9017, -3.2431)  0.247
H (-6.0908, -4.1443, -4.1197)  0.297
H (0.2223, -3.6632, -3.9658)  0.305
H (1.6781, -2.5415, -1.5357)  0.438
H (2.4560, -2.7376, -3.2504)  0.360
H (2.0212, 0.1719, -1.0529)  0.442
H (1.4498, 2.6772, -1.9770)  0.359
H (0.8854, 3.7301, -5.5589)  0.304
H (-0.8302, 3.3211, -5.0635)  0.314
H (0.2063, 4.2782, -3.8520)  0.300
H (-0.0509, 0.9931, -6.0699)  0.339
H (0.4778, -1.5054, -5.1558)  0.205
H (-0.0315, -1.6054, -0.6227)  0.313
H (-2.3522, -1.5662, 0.3775)  0.509
C (-1.0168, 3.8102, 4.5569)  -0.581
O (-2.0767, 4.0864, 3.6542)  -0.327
C (-1.6642, 4.7390, 2.4520)  -0.799
C (-1.6760, 3.7746, 1.2618)  -0.245
N (-0.6079, 2.7798, 1.3583)  -0.156
C (-0.7731, 1.6094, 0.4919)  -0.268
C (-2.0790, 0.8003, 0.5777)  -0.799
O (-2.2401, 0.0394, 1.7694)  -0.542
C (-2.6251, 0.7909, 2.9127)  -0.594
H (-1.4539, 3.5741, 5.5291)  0.239
H (-0.4360, 2.9419, 4.2365)  0.201
H (-0.3549, 4.6735, 4.6769)  0.334
H (-0.6915, 5.2343, 2.5659)  0.387
H (-2.4057, 5.5189, 2.2608)  0.419
H (-1.5550, 4.3431, 0.3343)  0.362
H (-2.6643, 3.3056, 1.2437)  0.132
H (-0.5436, 2.4526, 2.3139)  0.110
H (0.0552, 0.9316, 0.7307)  -0.223
H (-0.6267, 1.9314, -0.5441)  0.251
H (-2.0471, 0.0624, -0.2298)  0.866
H (-2.9692, 1.4063, 0.3781)  0.379
H (-3.3332, 1.5850, 2.6675)  0.326
H (-1.7401, 1.1912, 3.4059)  0.104
H (-3.1057, 0.1123, 3.6220)  0.367
C (4.1048, -2.6598, 3.8022)  -0.648
O (4.8255, -1.5030, 4.1933)  -0.316
C (6.2257, -1.5642, 3.9101)  -0.812
C (6.5931, -0.6799, 2.7142)  -0.127
N (6.0837, -1.2270, 1.4570)  -0.300
C (6.0504, -0.2791, 0.3377)  -0.833
C (5.3102, 1.0572, 0.5188)  -0.460
O (3.8919, 0.9555, 0.5828)  -0.343
C (3.3858, 0.4961, 1.8256)  -0.299
H (3.1310, -2.6344, 4.2960)  0.229
H (3.9279, -2.6738, 2.7238)  0.228
H (4.6206, -3.5768, 4.1039)  0.334
H (6.5729, -2.5966, 3.7756)  0.378
H (6.7308, -1.1638, 4.7928)  0.391
H (7.6820, -0.5902, 2.6521)  0.421
H (6.1837, 0.3139, 2.9174)  0.119
H (5.1430, -1.5707, 1.6011)  0.081
H (5.5815, -0.8085, -0.4992)  0.360
H (7.0829, -0.0717, 0.0390)  0.424
H (5.5161, 1.6564, -0.3756)  0.368
H (5.6956, 1.6484, 1.3561)  0.347
H (3.9496, 0.8886, 2.6746)  0.368
H (3.3661, -0.5944, 1.8369)  0.058
H (2.3493, 0.8346, 1.9188)  0.037

total charge	+1
E	-1992.1486	a.u.
2S+1	1
LUMO level	-2.64	eV
orbital gap	7.9	eV

Please write out number 2 again, unchanged.
DFT (ωB97M-V with the def2-TZVPD basis set) results for a 10-piece molecular cluster, C8H36O10 overall at a distorted geometry.

Each line ends with the natural charge from an NBO analysis.
Geometry (Å):
C (-2.4251, 11.5463, -40.0015)  -0.256
O (-1.5464, 12.6220, -39.6105)  -0.722
H (-1.8172, 10.7411, -40.4140)  0.181
H (-2.9501, 11.2120, -39.1066)  0.159
H (-3.2044, 11.7944, -40.7220)  0.167
H (-2.1537, 13.3566, -39.4956)  0.471
C (-4.5265, 15.2338, -37.2304)  -0.251
O (-3.6964, 15.5385, -38.3179)  -0.729
H (-5.1043, 14.3219, -37.3813)  0.179
H (-3.8771, 14.9874, -36.3903)  0.161
H (-5.0424, 16.1417, -36.9181)  0.167
H (-3.4877, 16.4674, -38.1950)  0.473
C (-1.0134, 18.0294, -41.3653)  -0.631
C (-1.4070, 19.2066, -40.4761)  -0.068
O (-2.6350, 18.9200, -39.8733)  -0.718
H (-1.1939, 17.0851, -40.8518)  0.217
H (0.0501, 18.1076, -41.5911)  0.207
H (-1.6311, 17.9272, -42.2575)  0.203
H (-1.3898, 20.1096, -41.0864)  0.162
H (-0.6780, 19.2652, -39.6678)  0.163
H (-3.2301, 19.4971, -40.3575)  0.466
C (-0.0939, 18.7028, -35.0885)  -0.622
C (0.2752, 17.2648, -35.2942)  -0.065
O (-0.1934, 16.5880, -34.1758)  -0.718
H (-1.1806, 18.7695, -35.0356)  0.208
H (0.2962, 19.3493, -35.8746)  0.207
H (0.2776, 19.0588, -34.1276)  0.192
H (1.3647, 17.2410, -35.3186)  0.149
H (-0.0684, 16.9232, -36.2706)  0.184
H (0.3156, 16.9491, -33.4464)  0.465
C (-5.5741, 18.2822, -33.0896)  -0.638
C (-4.8675, 17.8534, -31.8551)  -0.067
O (-5.7535, 17.3480, -30.8928)  -0.706
H (-6.2736, 19.0741, -32.8216)  0.210
H (-6.1021, 17.5027, -33.6388)  0.205
H (-4.9412, 18.8509, -33.7708)  0.208
H (-4.4090, 18.7360, -31.4091)  0.171
H (-4.0550, 17.1737, -32.1121)  0.156
H (-6.1231, 16.5428, -31.2625)  0.462
O (-8.0523, 12.0574, -39.6979)  -0.940
H (-8.0494, 12.9919, -39.4906)  0.478
H (-7.5838, 11.6487, -38.9701)  0.462
O (-1.6349, 13.1782, -33.2472)  -0.944
H (-1.1974, 12.6473, -33.9128)  0.467
H (-1.2578, 14.0518, -33.3510)  0.477
O (-8.8802, 13.5652, -35.6137)  -0.938
H (-8.3628, 12.7623, -35.5520)  0.464
H (-8.8123, 13.8245, -36.5326)  0.475
O (-7.4298, 19.0974, -38.5268)  -0.945
H (-7.0926, 19.7982, -37.9688)  0.475
H (-7.3226, 19.4281, -39.4186)  0.470
O (-8.4581, 15.6228, -38.8412)  -0.960
H (-7.9007, 16.3788, -38.6565)  0.486
H (-9.2265, 15.9920, -39.2765)  0.474

energy above the lowest of the compared OMol25 structures with the same formula, charge and spin	92.8	kcal per mole
E	-1078.6746	a.u.
2S+1	1
LUMO level	-0.08	eV
SMILES string	CCO.CCO.CCO.CO.CO.O.O.O.O.O
orbital gap	10.1	eV